Computed, not measured: C20H10Cl5HfN2O3S as an isolated structure, with ωB97M-V with the def2-TZVPD basis set.

CARTESIAN COORDINATES (ANGSTROEM)
Hf: -0.49706 -0.08575 0.12593
O: -0.21700 1.05486 1.83079
N: -0.71407 1.95003 0.90833
C: -0.40749 3.18186 0.95916
C: -0.76220 4.08494 -0.13040
C: -1.25396 3.76918 -1.34092
C: -1.61483 2.46305 -1.88969
C: -0.86179 1.36347 -2.00145
S: -1.34001 -0.27691 -2.38422
H: 0.13761 3.55077 1.82369
H: -0.60431 5.13454 0.08302
H: -1.50715 4.60767 -1.98372
H: -2.62133 2.38201 -2.28643
Cl: -5.02044 -2.29686 5.37617
C: -3.84662 -2.14418 4.11098
C: -4.08094 -1.25987 3.07179
C: -3.12507 -1.16297 2.08158
Cl: -3.35032 -0.05304 0.75166
C: -1.94350 -1.90920 2.07174
O: -1.05746 -1.78637 1.09189
C: -1.75173 -2.78045 3.14873
Cl: -0.30184 -3.71239 3.20124
C: -2.68912 -2.90237 4.15934
H: -4.97988 -0.66251 3.04013
H: -2.51235 -3.58400 4.97833
Cl: 1.27608 2.66567 -4.03519
C: 2.00951 1.30172 -3.27395
C: 3.11433 0.69358 -3.84756
C: 3.71140 -0.36740 -3.19808
Cl: 5.10471 -1.09049 -3.93666
C: 3.24372 -0.87749 -1.97239
C: 3.84358 -1.94369 -1.25579
C: 3.28103 -2.32681 -0.03650
C: 2.14908 -1.73002 0.44106
N: 1.49726 -0.72430 -0.25153
C: 2.09066 -0.26191 -1.42298
C: 1.50929 0.81998 -2.07482
O: 0.44325 1.44109 -1.41816
H: 3.50807 1.05738 -4.78474
H: 4.72460 -2.42737 -1.64556
H: 3.73228 -3.11639 0.54820
H: 1.68402 -2.03907 1.36697

Properties
Gap between HOMO and LUMO (spin up / spin down) = 0.192 / 0.285 Ha
Energy = -3850.610228 a.u.
Spin multiplicity = 2
ΔE to the lowest compared entry with this formula, charge and spin = 227.7 kJ/mol
Lowest unoccupied orbital energy (spin up / spin down) = -0.0256 / -0.0261 hartree
<S²> = 0.7801

***

Computed, not measured: C20H10Cl5N2O3Ru as an isolated structure in a non-equilibrium geometry, with ωB97M-V with the def2-TZVPD basis set.

CARTESIAN COORDINATES (ANGSTROEM)
Ru: 1.37301 -0.96580 -0.38265
O: -0.99706 -1.46840 3.16496
C: -1.58983 -0.24572 3.15121
C: -2.69546 -0.00166 3.96472
C: -3.32467 1.22692 3.95776
C: -2.86243 2.24219 3.12895
C: -1.77453 2.00168 2.31626
C: -1.11221 0.76933 2.31069
C: -0.02054 0.57420 1.33812
O: 0.64244 -0.56455 1.35825
N: 0.24124 1.50099 0.46677
N: 1.16681 1.01669 -0.44431
C: 1.63492 1.82383 -1.32805
C: 2.70304 1.44452 -2.21997
C: 3.06496 2.33266 -3.24358
C: 4.08242 2.03540 -4.12078
C: 4.76266 0.82327 -3.97873
C: 4.44400 -0.06044 -2.97056
C: 3.42017 0.22804 -2.05659
O: 3.20692 -0.62267 -1.06393
H: -1.46988 -2.02749 3.79161
H: -3.06003 -0.79821 4.60430
H: -4.18129 1.39071 4.59845
H: -3.35342 3.20496 3.11038
H: -1.40917 2.76918 1.64879
H: 1.21803 2.82586 -1.37280
H: 2.52112 3.26541 -3.33688
H: 4.35172 2.72788 -4.90576
H: 5.55758 0.57211 -4.66979
H: 4.97798 -0.99307 -2.84911
Cl: -1.89984 0.46516 -1.78733
C: -1.79304 -1.07111 -1.00311
C: -0.55033 -1.61449 -0.71600
C: -0.54139 -2.86781 -0.16625
Cl: 1.10988 -3.43331 0.08591
C: -1.65447 -3.60880 0.17573
Cl: -1.50424 -5.15638 0.90155
C: -2.89347 -3.02574 -0.08446
Cl: -4.32900 -3.87991 0.31951
C: -2.96243 -1.76581 -0.68365
Cl: -4.50018 -1.06966 -1.00963

Properties
Gap between HOMO and LUMO (spin up / spin down) = 0.279 / 0.260 Ha
Energy = -3499.192911 a.u.
Spin multiplicity = 2
Lowest unoccupied orbital energy (spin up / spin down) = -0.0162 / -0.0406 hartree
<S²> = 0.7566

***

Computed, not measured: C20H11AuF10N6O as an isolated structure, with ωB97M-V with the def2-TZVPD basis set.

CARTESIAN COORDINATES (ANGSTROEM)
Au: -0.41017 -0.21394 -0.21289
C: 2.92871 0.38481 1.54499
N: 1.84420 -0.52414 1.33880
C: 2.15716 -1.67184 0.52462
C: 2.39713 -1.36697 -0.96025
N: 1.48844 -0.36089 -1.47600
C: 1.65760 0.01522 -2.74557
C: 0.91136 1.12620 -3.24038
F: 0.04035 1.74003 -2.41995
C: 1.02782 1.63861 -4.50961
F: 0.28294 2.70557 -4.86924
C: 1.92144 1.10030 -5.42504
F: 2.04901 1.61731 -6.67241
C: 2.66652 0.01968 -5.00922
F: 3.53538 -0.55262 -5.87270
C: 2.53532 -0.50864 -3.73544
F: 3.29784 -1.61335 -3.50534
C: 0.97971 -0.76069 2.47158
C: 0.02752 0.38708 2.79380
N: -0.91823 0.66724 1.72813
C: -1.89733 1.53112 1.98989
C: -2.09554 2.30907 3.16296
F: -1.20788 2.27626 4.20152
C: -3.16054 3.17356 3.35184
F: -3.24588 3.86466 4.51056
C: -4.12724 3.35119 2.38831
F: -5.17026 4.19728 2.57238
C: -3.98009 2.62653 1.21429
F: -4.90140 2.76848 0.24027
C: -2.92459 1.76794 1.02693
F: -2.89307 1.11830 -0.14579
H: 3.71854 -0.03290 2.20436
H: 2.57373 1.31336 1.99371
H: 3.37876 0.63892 0.58428
H: 1.31262 -2.35950 0.58896
H: 3.04923 -2.21520 0.89982
H: 2.29506 -2.33509 -1.46397
H: 3.44329 -1.05431 -1.10334
H: 1.55587 -0.98387 3.39191
H: 0.37548 -1.64172 2.24652
H: 0.62135 1.27064 3.06792
H: -0.49818 0.08555 3.71010
O: -0.72873 -2.60506 -1.22690
N: -1.19441 -3.72549 -0.91029
C: -2.26893 -3.75108 -0.10935
C: -2.95137 -2.59210 0.36963
N: -3.53722 -1.69242 0.78918
C: -2.77440 -5.04426 0.21901
N: -3.18693 -6.08881 0.48742

Properties
Gap between HOMO and LUMO = 0.238 Ha
Energy = -2306.744306 a.u.
Total charge = -2
Lowest unoccupied orbital energy = 0.1734 hartree